1.
{"formula": "C4H6LiO2Pt", "method": "ωB97M-V with the def2-TZVPD basis set", "de_lowest_kj_mol": 0.0, "e_tot_ev": -11765.6984, "spin_multiplicity": 4, "total_charge": 2, "orbital_gap_ev": [8.03, 6.10], "species": ["O", "C", "C", "Li", "Pt", "H", "H", "C", "C", "O", "H", "H", "H", "H"], "positions_angstrom": [[2.03665, 0.88496, -0.57435], [1.50265, 1.13079, 0.58971], [0.13840, 1.14082, 0.84509], [3.62597, 1.06010, 0.29958], [1.29186, -0.13856, -1.73224], [-0.16727, 1.07131, 1.89163], [-0.41567, 1.66016, 0.04528], [-1.45689, -0.87796, -0.14400], [-0.12447, -1.29274, -0.15343], [-2.18584, -0.37029, -1.12286], [-1.87296, -0.72852, 0.85830], [0.47203, -1.57428, 0.71801], [-0.00453, -2.22567, -0.72349], [-2.83990, 0.25988, -0.79723]]}

***

2.
{"formula": "C4H6LiOYb", "method": "ωB97M-V with the def2-TZVPD basis set", "de_lowest_kj_mol": 566.6, "e_tot_ev": -38018.1497, "spin_multiplicity": 1, "total_charge": -1, "orbital_gap_ev": 4.02, "species": ["C", "C", "H", "H", "O", "C", "C", "Li", "Yb", "H", "H", "H", "H"], "positions_angstrom": [[-1.11277, -0.99908, -1.00089], [-2.00712, -0.76714, -0.07292], [-3.08545, -0.90526, 0.01146], [-1.30885, 0.33615, 0.74646], [-0.03663, 1.27349, 0.44652], [0.77295, 0.15943, 0.83867], [1.00371, -0.65640, -0.42745], [-1.15134, 1.40733, -1.02993], [2.08141, 2.47983, -1.07154], [0.14323, -0.36680, 1.57994], [1.61018, 0.28960, 1.54390], [1.30860, -0.87585, -1.46960], [1.78208, -1.37529, -0.09463]]}

***

3.
{"formula": "C4H6MnO5", "method": "ωB97M-V with the def2-TZVPD basis set", "de_lowest_kj_mol": 146.1, "e_tot_ev": -45790.9994, "spin_multiplicity": 7, "total_charge": 1, "orbital_gap_ev": [6.17, 5.15], "species": ["O", "C", "O", "O", "H", "Mn", "H", "C", "C", "O", "C", "O", "H", "H", "H", "H"], "positions_angstrom": [[1.07311, 1.37026, -3.39688], [0.57010, 0.62785, -2.43900], [-0.78174, 0.49149, -2.51966], [1.22392, 0.14033, -1.56358], [0.44747, 1.58611, -4.10092], [-2.23983, 0.63161, -4.13743], [-1.18141, 0.78964, -1.65927], [0.36607, -1.52801, 0.87134], [-0.65704, -0.94196, 1.49604], [-0.53501, -0.03404, 2.52317], [0.43281, -0.16910, 3.41948], [0.37178, 0.91713, 4.14177], [0.14511, -2.26468, 0.09991], [1.40093, -1.32543, 1.14804], [-1.70274, -1.18336, 1.30611], [1.06647, 0.89215, 4.81088]]}

***

4.
{"formula": "C4H6N", "method": "ωB97M-V with the def2-TZVPD basis set", "de_lowest_kj_mol": 266.1, "smiles": "C=[N+]=C=CC", "e_tot_ev": -5724.0426, "spin_multiplicity": 1, "total_charge": 1, "orbital_gap_ev": 8.70, "species": ["C", "N", "C", "C", "C", "H", "H", "H", "H", "H", "H"], "positions_angstrom": [[2.16562, 0.15859, -1.80347], [1.08262, -0.05281, -1.22762], [0.04758, -0.13034, -0.45740], [-1.24004, -0.21149, 0.25341], [-1.30435, -0.01617, 1.66776], [2.13263, 0.04516, -2.80905], [3.21473, 0.03087, -1.26563], [-2.07731, -0.01119, -0.47063], [-1.17762, 0.98303, 1.72289], [-0.55285, -0.49250, 2.24905], [-2.29102, -0.30315, 2.14070]]}

***

5.
{"formula": "C4H6N2", "method": "ωB97M-V with the def2-TZVPD basis set", "de_lowest_kj_mol": 309.5, "smiles": "C[C@@]1(C#N)CN1", "e_tot_ev": -7222.3830, "spin_multiplicity": 1, "total_charge": 0, "orbital_gap_ev": 10.44, "species": ["C", "C", "C", "N", "C", "N", "H", "H", "H", "H", "H", "H"], "positions_angstrom": [[1.44440, -0.24853, 0.31535], [0.01496, 0.25136, 0.25146], [-0.17583, 1.40873, -0.61466], [-0.24862, 1.84274, -1.69188], [-1.13865, -0.53076, -0.31874], [-0.87606, -0.52236, 1.10691], [1.95792, -0.13158, -0.64031], [1.46594, -1.29775, 0.62598], [1.99411, 0.33262, 1.06440], [-2.01268, 0.06673, -0.56881], [-0.84052, -1.17433, -1.13973], [-1.58498, 0.00312, 1.61003]]}

***

6.
{"formula": "C4H6N2", "method": "ωB97M-V with the def2-TZVPD basis set", "de_lowest_kj_mol": 419.6, "e_tot_ev": -7221.2422, "spin_multiplicity": 1, "total_charge": 0, "orbital_gap_ev": 9.80, "species": ["N", "C", "C", "C", "C", "N", "H", "H", "H", "H", "H", "H"], "positions_angstrom": [[3.37033, -0.01634, -0.01764], [2.22668, -0.10727, 0.12663], [0.77382, -0.22114, 0.30097], [-0.09898, 1.03670, 0.02065], [-0.79404, 0.22434, -1.10222], [0.04387, -0.77388, -0.83091], [0.56233, -0.72822, 1.24843], [-0.75298, 1.34685, 0.83933], [0.45736, 1.90020, -0.35230], [-2.80127, -0.39393, 0.18247], [-3.09809, -0.57484, 0.84295], [0.11097, -1.69246, -1.25835]]}

***

7.
{"formula": "C4H6N2", "method": "ωB97M-V with the def2-TZVPD basis set", "de_lowest_kj_mol": 483.6, "e_tot_ev": -7220.5785, "spin_multiplicity": 1, "total_charge": 0, "orbital_gap_ev": 8.87, "species": ["C", "N", "C", "C", "C", "N", "H", "H", "H", "H", "H", "H"], "positions_angstrom": [[-0.88827, 0.16581, 0.96151], [0.28663, 0.08497, 0.07479], [0.13828, 0.16225, -1.40680], [0.66010, -1.13862, -0.93781], [1.51011, 0.28515, 0.64157], [2.48594, 0.45929, 1.23797], [-0.68370, -0.42376, 1.85746], [-1.74052, -0.26557, 0.43148], [-1.11092, 1.20112, 1.24199], [0.80196, 0.88620, -1.88503], [-0.91692, 0.32813, -1.65378], [-0.15977, -1.84520, -0.76309]]}

***

8.
{"formula": "C4H6N2", "method": "ωB97M-V with the def2-TZVPD basis set", "de_lowest_kj_mol": 148.4, "smiles": "N#C[C@H]1CCN1", "e_tot_ev": -7224.0529, "spin_multiplicity": 1, "total_charge": 0, "orbital_gap_ev": 10.79, "species": ["N", "C", "C", "C", "C", "N", "H", "H", "H", "H", "H", "H"], "positions_angstrom": [[-2.62343, 0.72156, 0.90945], [-1.50494, 0.42582, 0.95301], [-0.10277, -0.03110, 0.91300], [0.08413, -0.99286, -0.28759], [0.74198, 0.20232, -1.00544], [0.86597, 0.88667, 0.29673], [0.18915, -0.38712, 1.90734], [0.76734, -1.81359, -0.06775], [-0.84193, -1.37894, -0.71450], [0.06067, 0.69512, -1.71168], [1.69978, 0.01563, -1.50086], [0.63034, 1.87386, 0.31830]]}

***

9.
{"formula": "C4H6N2", "method": "ωB97M-V with the def2-TZVPD basis set", "de_lowest_kj_mol": 161.1, "smiles": "C1=CNC=NC1", "e_tot_ev": -7223.9217, "spin_multiplicity": 1, "total_charge": 0, "orbital_gap_ev": 8.96, "species": ["C", "C", "N", "C", "N", "C", "H", "H", "H", "H", "H", "H"], "positions_angstrom": [[-0.83609, 1.07244, -0.09274], [0.48860, 1.31105, 0.02162], [1.36289, 0.21044, 0.16740], [0.84461, -1.09362, -0.04486], [-0.44182, -1.34413, -0.03756], [-1.44639, -0.25254, 0.06003], [-1.51718, 1.86771, -0.27453], [0.92402, 2.37612, -0.15188], [2.33302, 0.19817, -0.19104], [1.57616, -1.84269, -0.40923], [-2.16762, -0.43382, -0.68384], [-1.90020, -0.45366, 1.13736]]}

***

10.
{"formula": "C4H6N2", "method": "ωB97M-V with the def2-TZVPD basis set", "de_lowest_kj_mol": 416.1, "e_tot_ev": -7221.2786, "spin_multiplicity": 1, "total_charge": 0, "orbital_gap_ev": 8.72, "species": ["N", "C", "C", "C", "C", "N", "H", "H", "H", "H", "H", "H"], "positions_angstrom": [[2.97406, -1.11276, -0.97409], [2.10406, -0.78823, -0.28314], [0.99034, -0.21653, 0.46570], [0.71316, 1.19324, 0.01838], [-1.59882, 0.03938, -0.00188], [-0.19156, -0.01177, -0.39560], [0.79892, -0.66872, 1.43925], [-1.66598, 0.55808, 0.95315], [0.11409, 1.64798, 0.82647], [-2.07603, 0.66584, -0.76082], [-2.09910, -0.92990, 0.04786], [-0.06315, -0.37661, -1.33528]]}